(1)
The molecule C24H28N4O4 at a distorted geometry. Source: the Open Molecules 2025 dataset; level of theory: ωB97M-V with the def2-TZVPD basis set.

Geometry as XYZ:
```
60
Properties=species:S:1:pos:R:3:mulliken_charge:R:1
C -0.24740 -0.78512 -2.35313 -0.54
C 1.15849 -1.22219 -2.77350 -1.02
C 2.12942 -0.86181 -1.70030 0.67
N 2.88365 0.15512 -1.84793 -0.85
N 3.69120 0.57340 -0.85568 0.65
C 4.30812 1.85897 -1.10587 -1.07
C 3.27316 2.98300 -1.02091 -0.60
C 2.70138 3.12318 0.38861 -0.77
C 1.70647 2.00943 0.71416 0.03
O 1.02205 1.46968 -0.13152 -0.44
N 1.61305 1.75945 2.03852 0.00
C 0.81158 0.70667 2.64513 -1.13
C -0.47678 0.44764 1.91422 0.13
C -1.34692 1.48229 1.60731 -0.89
C -2.52730 1.25083 0.92503 -0.28
C -2.87049 -0.04228 0.54272 1.10
O -3.98304 -0.40462 -0.14955 -0.41
C -4.94770 0.56793 -0.52581 0.51
C -5.84844 0.93098 0.65566 -1.33
C -5.75662 -0.05224 -1.66130 -1.53
C -2.01151 -1.08959 0.87885 -0.94
C -0.83413 -0.84393 1.55130 -0.12
C 3.76785 -0.00398 0.39014 0.23
O 4.43772 0.48524 1.28895 -0.74
C 3.00045 -1.22669 0.50494 0.66
C 2.90836 -2.12692 1.55396 -1.47
C 1.98859 -3.09005 1.12186 0.17
O 1.39669 -4.22221 1.54877 -0.51
C 0.57350 -4.60414 0.53867 -0.82
C 0.60943 -3.76021 -0.53163 -0.50
C 1.53749 -2.75527 -0.16401 1.23
N 2.16526 -1.61054 -0.54443 0.26
H -0.23367 0.26318 -2.06819 0.19
H -0.59417 -1.35422 -1.49479 -0.11
H -0.94599 -0.92646 -3.17390 0.47
H 1.45435 -0.69547 -3.68015 0.39
H 1.18742 -2.29774 -2.95932 0.32
H 5.09131 1.98992 -0.35627 0.42
H 4.74564 1.83063 -2.10614 0.37
H 3.74601 3.91771 -1.32494 0.45
H 2.45774 2.75527 -1.71038 0.30
H 2.15406 4.06638 0.46721 0.37
H 3.50875 3.12892 1.12200 0.44
H 2.33861 2.13033 2.63220 0.33
H 1.39562 -0.22112 2.69621 0.27
H 0.59246 1.02947 3.67006 0.47
H -1.09271 2.49357 1.89039 0.36
H -3.16355 2.09093 0.69436 0.42
H -4.43870 1.46739 -0.90117 0.30
H -6.57051 1.68576 0.35587 0.40
H -5.26117 1.31445 1.48653 0.37
H -6.38105 0.04512 0.99336 0.34
H -6.23634 -0.96345 -1.31419 0.34
H -6.51666 0.64449 -2.00305 0.43
H -5.10154 -0.30114 -2.49185 0.35
H -2.28924 -2.09255 0.59272 0.33
H -0.18238 -1.66779 1.80022 0.54
H 3.45107 -2.07440 2.47496 0.52
H 0.00765 -5.50043 0.69907 0.48
H 0.04346 -3.86080 -1.43406 0.50
```

Properties
- Energy above the lowest of the compared OMol25 structures with the same formula, charge and spin: 3.364 eV
- Maximum force: 1.65 eV Å⁻¹

---

(2)
A structure of composition C24H28N6O2W at a distorted geometry. Source: the Open Molecules 2025 dataset; level of theory: ωB97M-V with the def2-TZVPD basis set.

Geometry as XYZ:
```
61
Properties=species:S:1:pos:R:3:mulliken_charge:R:1
W -0.51791 0.27445 -0.62699 2.19
N -1.41114 1.56220 1.10947 -0.49
C -2.86787 1.85749 1.12726 -0.79
C -3.41359 1.53339 -0.24586 -0.56
N -2.79157 0.26012 -0.70688 -0.59
C -3.32825 -0.97191 -0.05001 -0.53
C -2.55600 -1.30912 1.20969 -0.75
N -1.09416 -1.26606 0.92214 -0.67
H -1.06820 1.31929 2.03676 0.26
H -0.89372 2.39897 0.84962 0.41
H -3.05502 2.89901 1.38658 0.49
H -3.34257 1.26021 1.90120 0.27
H -3.13718 2.29654 -0.96810 0.29
H -4.50017 1.43927 -0.24421 0.48
H -2.98561 0.17467 -1.70410 0.37
H -3.23657 -1.77771 -0.77569 0.24
H -4.38996 -0.84470 0.16759 0.50
H -2.83780 -2.29840 1.57085 0.52
H -2.75843 -0.61378 2.01785 0.27
H -0.81464 -2.18036 0.55777 0.21
H -0.55435 -1.14999 1.78014 0.30
O -0.83133 1.97664 -1.40746 -0.58
C 0.13240 2.94107 -1.63729 0.26
C -0.25105 4.20596 -2.04397 -0.57
C 0.74411 5.16096 -2.19976 -0.60
C 2.07755 4.85100 -1.95065 -0.73
C 2.43966 3.57741 -1.53896 -0.87
C 1.46057 2.60460 -1.38124 0.15
C 1.73890 1.21316 -0.92159 0.53
N 1.01016 0.28295 -1.87163 -0.41
N 1.20928 -1.02150 -1.38312 -0.31
C 0.17214 -1.83750 -1.60799 0.63
O -0.99985 -1.26007 -1.82190 -0.71
C 0.28175 -3.27377 -1.45241 0.18
C 1.53920 -3.87479 -1.33669 -0.38
C 1.61818 -5.24766 -1.20088 -0.77
C 0.45790 -6.01469 -1.17622 -0.40
C -0.79395 -5.42136 -1.29567 -0.82
C -0.88574 -4.04894 -1.43987 -0.25
H -1.28898 4.43088 -2.24579 0.51
H 0.47426 6.15715 -2.52223 0.44
H 2.83553 5.60918 -2.08790 0.44
H 3.47907 3.33528 -1.35785 0.49
H 2.79156 0.94281 -0.84835 0.87
H 2.43443 -3.26888 -1.36402 0.51
H 2.58449 -5.72580 -1.12302 0.44
H 0.53089 -7.08911 -1.07381 0.43
H -1.68701 -6.03027 -1.29551 0.45
H -1.84861 -3.57733 -1.58579 0.43
N 1.00408 0.93823 0.36638 0.94
C 1.76759 0.67581 1.54283 -0.39
C 1.95057 -0.62175 2.00345 0.22
C 2.69400 -0.83654 3.15847 -0.96
C 3.26023 0.23355 3.83385 -0.48
C 3.09115 1.52620 3.35402 -0.75
C 2.33876 1.75486 2.21122 -0.47
H 1.59614 -1.46926 1.42601 0.36
H 2.85000 -1.84546 3.51563 0.43
H 3.84367 0.06082 4.72734 0.43
H 3.54148 2.36014 3.87460 0.43
H 2.19156 2.76241 1.84272 0.46
```

Properties
- Energy above the lowest of the compared OMol25 structures with the same formula, charge and spin: 2.698 eV
- Maximum force: 1.60 eV Å⁻¹
- Total charge: +2

---

(3)
The molecule C24H28N6O3S at a distorted geometry. Source: the Open Molecules 2025 dataset; level of theory: ωB97M-V with the def2-TZVPD basis set.

Geometry as XYZ:
```
62
Properties=species:S:1:pos:R:3:mulliken_charge:R:1
C -5.10478 -0.55371 -1.90243 -1.02
O -3.77321 -0.29203 -2.26297 -0.44
C -3.08897 0.67006 -1.56596 0.35
C -3.62413 1.45184 -0.55322 -0.74
C -2.83720 2.39004 0.09171 -0.79
C -1.49522 2.57363 -0.23472 0.67
N -0.75047 3.56318 0.44197 -0.08
C -0.87228 3.58240 1.88441 -1.06
C -0.27378 2.28341 2.47804 -0.77
N 0.76068 1.78907 1.59128 -0.02
C 0.71704 0.54859 1.04291 0.76
N 1.39959 0.30908 -0.01482 -0.34
S 1.92398 -1.15302 -0.54429 1.69
O 1.42143 -1.44879 -1.85488 -0.79
O 1.88491 -2.17828 0.46867 -0.72
C 3.63350 -0.63852 -0.73847 -0.05
C 3.97047 0.15765 -1.81575 -0.33
C 5.27445 0.60440 -1.94958 -0.73
C 6.22537 0.25111 -1.00415 -0.37
C 5.87797 -0.54819 0.07323 -0.71
C 4.57253 -0.99345 0.20863 -0.27
N -0.04939 -0.36614 1.73613 0.12
C -0.52609 -1.54267 1.19119 -0.10
N -0.75818 -2.50932 2.06914 -0.73
C -1.20168 -3.65876 1.57171 0.56
C -1.43377 -4.77225 2.54227 -1.26
C -1.42203 -3.81147 0.20921 -1.20
C -1.21516 -2.70677 -0.61168 0.96
C -1.44360 -2.74122 -2.08011 -1.07
N -0.78783 -1.55648 -0.10016 0.29
C 1.55189 2.82275 0.95823 -0.66
C 0.64473 3.74973 0.10446 -0.84
C -0.97772 1.79294 -1.27039 0.34
C -1.75730 0.86403 -1.92142 -0.42
H -5.43800 -1.35658 -2.55898 0.25
H -5.18262 -0.88393 -0.86078 0.37
H -5.74455 0.32250 -2.05375 0.38
H -4.65410 1.34794 -0.24810 0.45
H -3.29941 2.99076 0.86023 0.28
H -0.33070 4.45979 2.24769 0.36
H -1.91191 3.68385 2.18984 0.36
H -1.05936 1.53106 2.55341 0.49
H 0.14338 2.47089 3.47547 0.45
H 3.20442 0.40183 -2.53391 0.41
H 5.55191 1.22450 -2.78915 0.40
H 7.24304 0.59780 -1.10993 0.38
H 6.62302 -0.82462 0.80458 0.40
H 4.26470 -1.62276 1.02903 0.45
H 0.02331 -0.39319 2.74425 0.39
H -1.44668 -4.38081 3.55513 0.38
H -0.62428 -5.49607 2.45846 0.26
H -2.37067 -5.28166 2.32756 0.36
H -1.75356 -4.75414 -0.19654 0.42
H -2.24242 -2.05249 -2.34768 0.04
H -1.69173 -3.74439 -2.41630 0.44
H -0.52913 -2.39419 -2.55876 0.14
H 2.04232 3.39473 1.75283 0.40
H 2.30540 2.33096 0.34577 0.31
H 0.79173 3.58228 -0.95868 0.44
H 0.89247 4.79710 0.31398 0.40
H 0.05552 1.85920 -1.56409 0.02
H -1.32788 0.25680 -2.69976 0.35
```

Properties
- Energy above the lowest of the compared OMol25 structures with the same formula, charge and spin: 1.106 eV
- Maximum force: 1.19 eV Å⁻¹

---

(4)
A structure of composition C24H28NO3Sm at a distorted geometry. Source: the Open Molecules 2025 dataset; level of theory: ωB97M-V with the def2-TZVPD basis set.

Geometry as XYZ:
```
57
Properties=species:S:1:pos:R:3:mulliken_spin:R:1
C -0.94245 0.86082 2.02486 -0.01
C -1.84944 0.96938 0.93130 0.00
C -2.27306 -0.34280 0.57163 -0.02
H -2.18303 1.89848 0.46584 0.00
C -1.58967 -1.27366 1.41860 0.00
C -0.76323 -0.52862 2.31455 0.00
H -1.75784 -2.35179 1.44438 0.00
C 1.52343 1.94881 -1.35303 -0.01
C 0.19854 2.38418 -1.06374 0.00
C -0.70034 1.64154 -1.88541 -0.02
H -0.06243 3.18634 -0.37362 0.00
C 0.07211 0.75517 -2.70698 0.00
C 1.45460 0.96045 -2.37224 0.01
H -3.07725 -0.59197 -0.12161 0.00
H -0.15878 -0.94593 3.12656 0.00
H -0.53838 1.69249 2.60486 0.00
H 2.30412 0.48519 -2.87042 0.00
H -1.78561 1.75748 -1.92694 0.00
H 2.43987 2.33326 -0.90833 0.00
Sm 0.25965 -0.16579 -0.05486 5.03
C -0.45579 -0.49762 -3.42173 -0.01
C 0.56960 -1.01205 -4.42921 0.00
C -1.84715 -0.32223 -4.01289 0.00
H 0.85068 -0.20427 -5.11638 0.00
H 0.14647 -1.83742 -5.01489 0.00
H 1.47685 -1.37429 -3.92458 0.00
H -1.87209 0.49028 -4.74868 0.00
H -2.60963 -0.10888 -3.25204 0.00
H -2.14495 -1.24747 -4.52328 0.00
C -0.54770 -1.50981 -2.23412 0.02
C -0.40810 -3.04083 -2.23481 0.00
H -1.45745 -1.28134 -1.63849 0.00
H 0.45139 -1.34394 -1.74707 -0.01
O 0.70588 -3.45325 -1.85475 0.00
N -1.57480 -3.80342 -2.41153 0.00
C -2.25176 -4.15206 -1.12673 0.00
H -1.34706 -4.65503 -2.92278 0.00
C -3.57419 -3.45293 -0.93214 0.00
C -4.20776 -3.58117 0.31275 0.00
H -3.71247 -4.17734 1.08729 0.00
C -5.43427 -2.96014 0.55021 0.00
H -5.90750 -3.07177 1.52943 0.00
C -6.04099 -2.21296 -0.46830 0.00
H -7.00293 -1.73622 -0.28119 0.00
C -5.42193 -2.09118 -1.71890 0.00
H -5.89442 -1.51365 -2.51651 0.00
C -4.18758 -2.72210 -1.95726 0.00
H -3.70438 -2.67318 -2.93777 0.00
H -1.58880 -3.89320 -0.27737 0.00
H -2.40221 -5.24617 -1.08070 0.00
C 3.78599 -0.29771 2.22120 0.00
C 2.58634 -0.30507 1.32130 0.00
O 2.21066 -1.35041 0.67374 0.00
O 1.92238 0.79449 1.25371 0.00
H 4.45184 -1.12008 1.95882 0.00
H 3.43785 -0.40039 3.25644 0.00
H 4.27868 0.67390 2.11294 0.00
```

Properties
- Energy above the lowest of the compared OMol25 structures with the same formula, charge and spin: 1.093 eV
- Maximum force: 3.06 eV Å⁻¹
- Multiplicity: 6

---

(5)
A structure of composition C24H29AsN2O2PdS. Source: the Open Molecules 2025 dataset; level of theory: ωB97M-V with the def2-TZVPD basis set.

Geometry as XYZ:
```
60
Properties=species:S:1:pos:R:3:mulliken_charge:R:1
Pd 0.67194 0.47464 1.07740 -0.70
C -2.98914 0.44846 -3.03059 -2.03
C -2.04475 -0.01573 -4.13939 1.93
C -1.96863 1.08464 -5.20889 -1.58
C -2.61047 -1.30197 -4.76031 -1.59
C -0.64119 -0.29518 -3.61318 0.01
C 0.35839 -0.73136 -4.51296 -0.55
C 1.65167 -0.99455 -4.12691 -1.44
C 1.97302 -0.82262 -2.78075 0.93
S 3.49465 -1.06389 -1.97273 -0.25
C 2.78716 -0.61091 -0.50158 1.00
N 1.51115 -0.28960 -0.58815 0.09
C 1.00145 -0.39899 -1.87881 -1.20
C -0.30492 -0.13031 -2.28244 0.57
C 3.35423 -0.51218 0.83446 0.29
C 4.66284 -0.78219 1.20587 -0.63
C 5.04356 -0.63056 2.53418 -0.79
C 4.13124 -0.19537 3.48055 -0.92
C 2.80657 0.08704 3.12872 -0.03
C 2.44527 -0.08513 1.81267 0.66
H -3.97209 0.64766 -3.45627 0.46
H -2.64263 1.37077 -2.55866 0.42
H -3.11756 -0.31949 -2.26250 0.34
H -2.96903 1.29565 -5.58773 0.45
H -1.35163 0.78769 -6.05679 0.35
H -1.55876 2.00769 -4.79542 0.38
H -3.61765 -1.11566 -5.13419 0.46
H -2.66365 -2.10546 -4.02307 0.37
H -2.00710 -1.64975 -5.59873 0.35
H 0.10219 -0.86143 -5.55538 0.52
H 2.39128 -1.32179 -4.84475 0.42
H -1.02512 0.22976 -1.55920 0.50
H 5.38358 -1.09480 0.46017 0.50
H 6.06282 -0.84044 2.82720 0.44
H 4.43862 -0.06340 4.50954 0.48
H 2.12187 0.47434 3.87148 0.56
O -1.03289 1.92154 0.51216 -0.52
C -0.91336 2.33509 1.67411 0.47
C -1.44427 3.55236 2.36176 -0.43
C -0.94231 3.37944 3.80510 -0.53
C -0.15832 2.07570 3.83025 0.11
O 0.34684 1.52236 4.76579 -0.59
N -0.16017 1.57572 2.51637 0.10
H -2.52920 3.59569 2.26433 0.34
H -1.04740 4.44112 1.86937 0.33
H -1.74273 3.31561 4.54117 0.32
H -0.27894 4.18274 4.12468 0.32
C -2.36732 -0.80410 2.29460 -1.12
As -0.49588 -1.18521 2.32307 1.02
C 0.06492 -1.61434 4.09647 -1.12
C -0.16899 -2.68025 1.15895 -1.08
H -2.85972 -1.71600 2.63975 0.50
H -2.67914 -0.57485 1.27751 0.31
H -2.60842 0.01676 2.96524 0.36
H -0.64308 -2.38574 4.41065 0.50
H 0.01089 -0.74415 4.74692 0.34
H 1.07320 -2.01800 4.06993 0.41
H -0.60354 -3.57802 1.60245 0.50
H 0.90468 -2.80866 1.04204 0.34
H -0.63404 -2.48037 0.19450 0.35
```

Properties
- Energy above the lowest of the compared OMol25 structures with the same formula, charge and spin: 0.097 eV
- Maximum force: 0.69 eV Å⁻¹
- Total charge: +2

---

(6)
A cluster of 2 separate species, C24H29BN in total at a distorted geometry. Source: the Open Molecules 2025 dataset; level of theory: ωB97M-V with the def2-TZVPD basis set.

Geometry as XYZ:
```
55
Properties=species:S:1:pos:R:3:mulliken_charge:R:1
C -5.37453 3.09646 1.64434 -0.35
C -4.97793 3.61871 0.40852 -0.74
C -3.77784 3.21418 -0.18239 -0.48
C -2.86744 2.38904 0.52175 0.49
C -1.58886 1.97001 -0.07010 0.16
C -1.46077 1.81493 -1.46840 -0.48
C -0.32506 1.46969 -2.18965 -0.04
C -0.24004 1.45794 -3.62755 0.53
C 1.00240 1.23029 -4.28668 -0.44
C 1.06144 1.14631 -5.67408 -0.57
C -0.10432 1.28097 -6.44847 -0.41
C -1.31001 1.61116 -5.81553 -0.65
C -1.38308 1.70413 -4.42867 -0.37
C -0.46558 1.68473 0.81326 0.72
C 0.47672 0.66629 0.54121 -0.66
C 1.60927 0.50797 1.33734 -0.82
C 1.81014 1.33564 2.44963 -0.57
C 0.86969 2.32949 2.74979 -0.81
C -0.28143 2.46679 1.98156 -0.34
C -3.25748 1.92565 1.80967 -0.11
C -4.51801 2.22638 2.32885 -0.79
H -6.34495 3.35760 2.06601 0.39
H -5.61670 4.34009 -0.10598 0.39
H -3.51213 3.59016 -1.17243 0.41
H -2.37688 2.04903 -2.00473 0.33
H 0.63560 1.31853 -1.69661 0.70
H 1.90814 1.10816 -3.68802 0.36
H 2.01461 0.95989 -6.17051 0.38
H -0.05491 1.17620 -7.53290 0.39
H -2.20874 1.77877 -6.41320 0.38
H -2.33605 1.94088 -3.95254 0.32
H 0.33252 -0.00546 -0.30816 0.81
H 2.34749 -0.25395 1.07211 0.58
H 2.69641 1.21905 3.07572 0.43
H 1.04372 3.02243 3.57204 0.40
H -1.01754 3.23238 2.24264 0.53
H -2.57275 1.32003 2.40539 0.48
H -4.82702 1.77825 3.27405 0.39
C 3.33875 -5.44268 2.35121 -0.84
N 2.66376 -4.18168 1.92215 -0.43
C 1.20101 -4.47004 1.87952 -0.80
C 2.93599 -3.17493 2.98821 -0.84
B 3.13394 -3.63352 0.50088 0.59
H 2.41971 -2.62986 0.24056 -0.26
H 2.92453 -5.72320 3.32621 0.35
H 3.13847 -6.23123 1.62327 0.34
H 4.41261 -5.27018 2.44321 0.34
H 0.87991 -4.74381 2.88665 0.34
H 0.66305 -3.58622 1.53619 0.26
H 1.02792 -5.30392 1.19322 0.38
H 2.50224 -3.55073 3.91708 0.33
H 4.01875 -3.06793 3.10345 0.37
H 2.48799 -2.21758 2.71742 0.27
H 4.29943 -3.31506 0.60352 -0.18
H 2.94385 -4.53625 -0.29001 -0.16
```

Properties
- Energy above the lowest of the compared OMol25 structures with the same formula, charge and spin: 0.579 eV
- Maximum force: 1.07 eV Å⁻¹
- Total charge: +1